Below is an isolated molecule of C9H11BO3 in a non-equilibrium geometry, with properties calculated with ωB97M-V/def2-TZVPD.

The geometry in XYZ format:
```
24
Properties=species:S:1:pos:R:3:lowdin_charge:R:1
C 2.3268 2.4070 -0.1319 -0.091
C 1.0242 1.7588 -0.0797 -0.108
C 0.7612 0.5071 -0.3620 -0.244
O 1.6101 -0.4638 -0.8494 0.173
B 1.9098 -1.4737 0.0585 -0.808
O 1.2910 -1.5276 1.2911 0.204
O 2.8677 -2.3925 -0.1289 0.218
C -0.6657 0.0410 -0.1951 -0.177
C -1.5519 0.6228 0.6377 -0.056
C -2.9094 0.3597 0.6565 -0.069
C -3.3811 -0.6283 -0.1927 -0.116
C -2.5190 -1.2880 -1.0586 -0.080
C -1.1823 -0.8910 -1.1172 -0.005
H 2.5707 3.0772 0.6972 0.074
H 2.3425 2.9858 -1.0462 0.072
H 3.2016 1.6120 -0.1995 0.124
H 0.2499 2.3450 0.4780 0.128
H 1.7923 -1.9789 1.9414 0.086
H 3.1032 -2.7619 0.7449 0.123
H -1.0204 1.2018 1.3751 0.110
H -3.7715 0.6124 1.2179 0.090
H -4.5172 -0.7511 -0.2001 0.125
H -3.0422 -1.9305 -1.7501 0.097
H -0.4903 -1.4434 -1.7868 0.130
```

## Properties
Kohn-Sham gap (eV): 8.604
SMILES: C/C=C(\OB(O)O)c1ccccc1

***

Below is a structure of composition C9H11Br15O2 in a non-equilibrium geometry, with properties calculated with ωB97M-V/def2-TZVPD.

The geometry in XYZ format:
```
37
Properties=species:S:1:pos:R:3:lowdin_charge:R:1
O -1.0039 1.4412 -1.3098 0.056
C -0.5465 1.0527 -0.2766 -0.485
O -0.6349 1.6934 0.8772 0.063
C -0.0536 0.9774 1.9517 -0.245
C 0.2783 -0.4057 1.4763 -0.138
C 0.2775 -0.2300 -0.1160 -0.049
H -0.6666 0.9800 2.8529 0.073
H 0.9203 1.3817 2.2278 0.050
H -0.5600 -0.9690 1.8862 0.110
H 1.2224 -0.7793 1.8727 0.064
H -0.1484 -1.0850 -0.6410 0.024
H 1.2640 0.0006 -0.5181 0.063
C 1.0508 0.2310 -4.4160 -1.409
Br 1.1277 1.4999 -5.9592 0.527
Br 2.5968 0.2890 -3.0388 0.507
Br 0.8051 -1.6362 -5.0600 0.469
H 0.1633 0.4416 -3.8194 -0.097
C -2.2482 3.6228 -3.1389 -1.410
Br -2.4117 1.8334 -4.0884 0.541
Br -4.0230 4.2159 -2.3969 0.484
Br -1.6612 5.1659 -4.2664 0.503
H -1.5737 3.4774 -2.2950 -0.048
C 0.5140 -4.1149 4.4379 -1.582
Br 1.8652 -3.2833 3.2726 0.562
Br -0.2252 -2.6638 5.5260 0.523
Br 1.1190 -5.5370 5.5782 0.582
H -0.2911 -4.5920 3.8791 -0.023
C 1.4125 4.0634 3.7567 -1.453
Br 1.9055 5.7466 4.7643 0.518
Br -0.0353 2.9657 4.6351 0.574
Br 2.9811 2.9553 3.3839 0.565
H 1.0541 4.3034 2.7556 -0.027
C -0.8042 -4.6993 -2.6799 -1.459
Br -1.0347 -2.7196 -2.5201 0.529
Br 0.2993 -5.2247 -4.2133 0.555
Br -2.6659 -5.4593 -2.6192 0.512
H -0.2690 -4.9391 -1.7611 -0.028
```

## Properties
Kohn-Sham gap (eV): 9.065

***

Below is a structure of composition C9H11BrN4OSe4V, with properties calculated with ωB97M-V/def2-TZVPD.

The geometry in XYZ format:
```
31
Properties=species:S:1:pos:R:3:lowdin_charge:R:1
V 1.8013 -0.2685 -0.5162 0.075
Se 4.1005 0.4104 -0.2918 0.170
Se 4.6202 -0.3779 -2.4265 0.090
Se 2.4039 -0.7197 -3.0328 0.067
Se 1.7690 -2.4730 -1.6340 0.176
Br 0.4700 -2.1088 5.8402 0.839
C 0.7970 -1.5981 4.0705 -0.675
C 0.2671 -2.3385 3.0226 -0.078
C 0.5340 -1.9340 1.7326 -0.110
N 1.2768 -0.8519 1.4508 -0.063
C 1.7722 -0.1413 2.4720 -0.110
C 1.5609 -0.4766 3.7935 -0.070
H -0.3323 -3.2181 3.2052 0.115
H 0.1523 -2.4874 0.8853 0.092
H 2.3586 0.7316 2.2146 0.105
H 1.9897 0.1225 4.5831 0.118
C -3.2253 1.7078 -2.4143 0.002
N -1.9757 1.4407 -1.7198 -0.070
C -1.2755 2.3726 -0.8356 0.016
C -0.0707 1.5357 -0.4666 -0.448
O 0.9200 1.7997 0.2142 0.016
N -0.1662 0.3228 -1.0531 0.041
C -1.2768 0.3087 -1.8101 -0.376
N -1.5945 -0.7408 -2.5489 0.254
H -3.6136 2.6632 -2.0744 0.102
H -3.9617 0.9381 -2.1810 0.101
H -3.0687 1.7616 -3.4924 0.103
H -1.8688 2.6367 0.0403 0.153
H -0.9796 3.2793 -1.3654 0.155
H -0.9755 -1.5414 -2.5241 0.084
H -2.4086 -0.7553 -3.1379 0.126
```

## Properties
Spin multiplicity: 3
<S²>: 2.059
Kohn-Sham gap (alpha / beta) (eV): 6.933 / 7.555
Net charge: +1

***

Below is a structure of composition C9H11CeNO5 in a non-equilibrium geometry, with properties calculated with ωB97M-V/def2-TZVPD.

The geometry in XYZ format:
```
27
Properties=species:S:1:pos:R:3:lowdin_charge:R:1
Ce -0.2561 0.7223 -0.3710 1.266
O -3.0570 2.1389 -2.1003 0.262
C -2.1229 1.7023 -1.5618 0.008
C 2.3205 0.9073 0.7251 0.064
O 3.3340 0.7655 1.2642 0.206
C -0.7935 2.2589 1.6178 0.029
O -1.1029 2.9442 2.5061 0.235
C 1.0652 0.5707 -2.6532 0.056
O 1.5538 0.2579 -3.6579 0.227
C 0.5962 4.4106 -1.5727 -0.042
H 0.4256 4.0503 -2.5893 0.067
H -0.2578 4.7692 -0.9945 0.068
C 1.7478 4.1242 -0.9524 -0.043
H 1.8298 4.2473 0.1322 0.070
H 2.5076 3.5257 -1.4645 0.069
C 0.0361 -3.7040 -0.0456 0.051
N -0.6612 -3.0208 1.0270 -0.097
C -1.3264 -3.6413 2.1418 0.038
C -0.6986 -1.7310 0.8699 -0.196
O -0.1264 -1.3485 -0.2532 -0.301
H -0.0341 -4.7662 0.1304 0.126
H 1.0781 -3.3842 -0.0848 0.129
H -0.3908 -3.4445 -1.0143 0.125
H -0.8772 -3.2934 3.0982 0.135
H -2.3989 -3.3410 2.1640 0.134
H -1.2289 -4.7267 2.0347 0.125
H -1.1619 -0.9937 1.6039 0.187
```

## Properties
Spin multiplicity: 2
<S²>: 0.751
Kohn-Sham gap (alpha / beta) (eV): 6.262 / 6.344
Net charge: +3

***

no.,E_tot (Ha)
1,-600.20060
2,-39110.11626
3,-13767.50391
4,-1254.42868